Entry 1:
Below is a cluster of 2 separate species, C4H12NPS2 in total in a non-equilibrium geometry, with properties calculated with wB97M-V/def2-TZVPD.

```
20
Properties=species:S:1:pos:R:3:forces:R:3:lowdin_charge:R:1
C 0.761 -1.655 1.414 -0.18 0.66 1.72 -0.103
C -0.180 0.408 2.486 2.41 1.57 -0.45 -0.183
C 1.731 2.333 -1.001 -0.66 -0.27 0.72 -0.654
C -2.133 -1.166 -2.684 0.67 1.77 1.07 -0.421
N -0.093 -0.468 1.346 -2.12 0.52 -1.83 -0.534
P -1.084 0.091 0.081 1.77 0.63 -0.65 0.689
S 0.836 1.202 -2.070 -1.16 -0.69 0.89 0.283
S -1.554 -1.615 -1.001 0.00 -1.13 -0.09 0.462
H 1.131 -1.975 2.448 -1.27 0.52 -1.23 0.124
H 0.261 -2.390 0.860 -0.56 -1.61 -0.23 0.017
H 1.629 -1.449 0.884 1.88 0.48 -1.10 0.060
H -0.761 0.014 3.236 -1.67 -0.98 1.78 0.048
H 0.843 0.396 2.850 0.19 0.57 0.52 0.083
H -0.469 1.486 2.336 0.19 -1.24 -0.48 0.095
H 1.124 2.979 -0.415 -1.36 0.79 0.14 -0.010
H 2.374 3.021 -1.499 0.88 0.02 -0.66 0.003
H 2.186 1.803 -0.194 1.20 -0.60 0.15 -0.013
H -3.135 -1.472 -2.888 -0.48 -0.39 0.13 0.026
H -1.425 -1.452 -3.414 0.71 -1.11 -0.60 0.019
H -2.041 -0.091 -2.775 -0.43 0.49 0.20 0.009
```
Forces are in eV/Å.

Relative energy (zero: lowest compared OMol25 entry of this formula, charge and spin) = 3.835 eV
E = -36789.762 eV
Strongest force on any atom = 0.0566 hartree/bohr
Gap between HOMO and LUMO (spin up / spin down) = 0.242 / 0.242 Eh


Entry 2:
Below is the molecule C4H12NS in a non-equilibrium geometry, with properties calculated with wB97M-V/def2-TZVPD.

```
18
Properties=species:S:1:pos:R:3:forces:R:3:lowdin_spin:R:1
C -2.324 -1.262 -0.207 0.37 0.63 -0.01 0.056
C -1.110 -0.394 0.119 -0.14 0.53 -0.08 0.074
C 0.132 -0.911 -0.583 1.17 0.98 -0.63 0.030
C 1.357 0.034 -0.767 -0.71 0.14 1.39 0.043
S 1.875 0.621 0.910 0.22 -0.06 -0.21 0.078
N -1.431 1.066 -0.210 0.18 -0.93 0.59 0.205
H -2.502 -1.297 -1.281 0.17 -0.11 -0.08 0.017
H -3.206 -0.792 0.217 -0.22 -0.38 0.35 0.029
H -2.119 -2.262 0.171 -0.34 -0.09 0.08 0.005
H -0.940 -0.358 1.195 0.00 -0.17 0.00 0.024
H 0.531 -1.724 0.025 -0.36 -0.48 -0.41 0.003
H -0.125 -1.154 -1.618 -0.13 -0.68 0.23 0.009
H 1.086 0.907 -1.358 0.19 -0.06 -0.25 0.027
H 2.192 -0.514 -1.188 -0.06 -0.03 -0.24 0.003
H 3.210 0.621 0.712 -0.26 0.03 -0.07 0.007
H -1.866 1.160 -1.153 0.27 0.32 -0.29 0.141
H -0.575 1.645 -0.066 -0.19 0.27 -0.40 0.091
H -2.128 1.431 0.495 -0.16 0.10 0.02 0.161
```
Forces are in eV/Å.

Relative energy (zero: lowest compared OMol25 entry of this formula, charge and spin) = 1.375 eV
E = -16664.746 eV
Strongest force on any atom = 0.0321 hartree/bohr
Gap between HOMO and LUMO (spin up / spin down) = 0.157 / 0.366 Eh
Spin multiplicity = 2


Entry 3:
Below is a cluster of 2 separate species, C4H12NS in total, with properties calculated with wB97M-V/def2-TZVPD.

```
18
Properties=species:S:1:pos:R:3:forces:R:3:lowdin_charge:R:1
C -0.329 1.638 -2.168 -0.12 0.35 0.16 0.019
C -0.316 1.794 0.278 0.18 -0.13 -0.79 0.176
N -0.490 2.314 -0.870 -0.27 0.40 0.08 0.007
H 0.182 2.316 -2.843 0.17 -0.07 0.00 0.109
H -1.332 1.467 -2.556 0.03 -0.19 -0.04 0.114
H 0.219 0.715 -2.026 0.01 -0.08 -0.04 0.099
H 0.095 0.788 0.293 -0.08 0.00 0.48 0.035
H -0.560 2.366 1.161 0.13 -0.02 0.15 0.133
H -0.833 3.276 -0.924 0.01 -0.21 0.06 0.181
C -0.413 -1.921 0.280 0.45 -0.08 0.37 -0.177
C 0.631 -2.176 1.356 0.21 0.34 0.65 -0.567
S 1.907 -0.833 1.514 -0.44 -0.21 -0.63 0.687
H 0.076 -1.683 -0.666 -0.23 0.00 -0.14 0.062
H -1.079 -1.126 0.609 -0.05 0.22 -0.18 0.056
H -1.032 -2.807 0.168 0.04 -0.07 -0.20 0.082
H 0.145 -2.204 2.329 -0.02 -0.18 -0.01 0.067
H 1.170 -3.105 1.224 -0.03 -0.14 -0.19 0.063
H 1.958 -0.818 2.840 0.00 0.05 0.28 -0.148
```
Forces are in eV/Å.

Relative energy (zero: lowest compared OMol25 entry of this formula, charge and spin) = 1.229 eV
E = -16660.430 eV
Net charge = +1
Strongest force on any atom = 0.0160 hartree/bohr
Gap between HOMO and LUMO = 0.275 Eh


Entry 4:
Below is the ion C4H12NS with charge +1 in a non-equilibrium geometry, with properties calculated with wB97M-V/def2-TZVPD.

```
18
Properties=species:S:1:pos:R:3:forces:R:3:lowdin_charge:R:1
C 0.427 -1.551 -0.993 -0.78 -1.12 0.71 -0.152
C -0.454 -0.369 -1.314 1.22 1.30 -0.69 -0.252
C -0.172 0.825 -0.401 -0.52 0.34 -0.26 -0.504
S -1.106 0.732 1.159 0.46 -0.70 0.28 0.841
C 0.087 1.248 2.412 0.29 0.65 0.34 -0.408
N 1.718 -1.539 -1.772 0.17 0.22 -0.45 0.199
H 0.782 -1.615 0.025 -0.17 0.55 0.57 0.128
H -0.125 -2.487 -1.079 0.42 -0.17 -0.79 0.141
H -1.492 -0.560 -1.419 -0.97 -0.75 0.54 0.108
H -0.235 -0.055 -2.345 0.25 0.04 -0.03 0.122
H -0.552 1.758 -0.813 0.30 -0.12 -0.58 0.072
H 0.912 0.910 -0.338 0.05 0.25 0.68 0.077
H 0.472 0.476 3.076 -0.19 -0.33 -0.29 0.035
H -0.399 1.991 3.041 -0.09 -0.03 -0.01 0.033
H 0.936 1.764 1.962 -0.07 -0.06 -0.15 0.037
H 2.320 -2.356 -1.644 -0.27 -0.10 0.21 0.180
H 1.600 -1.419 -2.782 -0.22 -0.01 0.06 0.176
H 2.251 -0.733 -1.438 0.11 0.04 -0.15 0.168
```
Forces are in eV/Å.

Relative energy (zero: lowest compared OMol25 entry of this formula, charge and spin) = 0.863 eV
E = -16660.797 eV
Net charge = +1
SMILES = CSCCC[NH3+]
Strongest force on any atom = 0.0372 hartree/bohr
Gap between HOMO and LUMO = 0.292 Eh


Entry 5:
Below is the ion C4H12NS2 with charge +1 in a non-equilibrium geometry, with properties calculated with wB97M-V/def2-TZVPD.

```
19
Properties=species:S:1:pos:R:3:forces:R:3:lowdin_charge:R:1
C -0.445 -1.801 0.558 1.41 2.06 -4.55 -0.076
C -0.900 1.533 0.557 1.50 -0.18 0.79 0.034
C -0.891 0.178 -1.468 2.37 2.24 -3.21 -0.024
C 0.476 -0.547 0.526 0.87 -2.57 -0.84 -0.496
N -0.108 0.615 -0.328 -0.57 -1.29 2.78 -0.231
S 2.923 0.826 0.049 1.10 -0.29 0.11 0.397
S 2.160 -1.005 -0.446 -2.33 0.71 1.02 0.497
H 0.086 -2.506 1.036 2.50 -2.77 1.19 0.044
H -0.743 -2.187 -0.460 0.34 0.43 1.21 0.114
H -1.225 -1.791 1.186 -3.48 1.07 2.01 0.048
H -1.711 1.084 1.125 0.20 -0.55 -0.33 0.125
H -0.200 2.024 1.230 0.02 -0.20 0.16 0.112
H -1.253 2.266 -0.077 -1.14 1.63 -1.24 0.081
H -1.871 0.028 -1.276 -3.02 -0.33 0.84 0.080
H -0.732 0.940 -2.326 -0.70 -0.71 1.65 0.164
H -0.474 -0.656 -1.938 0.77 -1.64 -0.23 0.074
H 0.807 -0.415 1.617 -0.61 1.15 -1.90 0.142
H 0.666 1.097 -0.752 0.72 0.62 0.52 0.066
H 3.434 0.316 1.188 0.07 0.62 0.03 -0.149
```
Forces are in eV/Å.

Relative energy (zero: lowest compared OMol25 entry of this formula, charge and spin) = 1.932 eV
E = -27495.051 eV
Net charge = +1
SMILES = C[C@@H](SS)[NH+](C)C
Strongest force on any atom = 0.1009 hartree/bohr
Gap between HOMO and LUMO = 0.383 Eh


Entry 6:
Below is a cluster of 2 separate species, C4H12NS2 in total in a non-equilibrium geometry, with properties calculated with wB97M-V/def2-TZVPD.

```
19
Properties=species:S:1:pos:R:3:forces:R:3:lowdin_charge:R:1
C -0.632 0.839 1.864 0.46 0.09 0.98 -0.166
C -0.020 0.416 2.975 -0.37 0.11 -0.58 0.085
N -1.360 -0.112 1.015 0.23 -0.78 0.03 0.144
H -0.641 1.865 1.461 -0.02 -0.68 0.42 0.139
H 0.497 1.148 3.599 -0.10 -0.31 -0.23 0.088
H -0.006 -0.645 3.306 -0.13 0.90 -0.31 0.098
H -1.346 -1.068 1.412 -0.20 0.56 -0.01 0.171
H -2.331 0.170 0.832 0.22 -0.08 0.06 0.177
H -0.883 -0.203 0.098 -0.24 0.36 -0.11 -0.020
C 1.461 0.111 -0.774 0.18 0.05 0.10 -0.187
C 0.927 0.275 -2.205 0.16 0.90 0.77 -0.578
S -0.893 0.224 -2.266 0.08 -0.48 -0.04 0.475
S -1.267 -1.763 -1.733 0.12 0.38 -0.45 0.367
H 1.138 -0.841 -0.297 0.34 0.37 -0.48 0.057
H 1.143 0.931 -0.109 0.03 -0.13 -0.41 0.055
H 2.560 0.154 -0.788 -0.31 -0.24 0.09 0.089
H 1.345 -0.452 -2.881 0.00 -0.38 -0.21 0.068
H 1.218 1.272 -2.607 -0.37 -0.56 0.27 0.092
H -0.909 -2.321 -2.904 -0.11 -0.07 0.11 -0.155
```
Forces are in eV/Å.

Relative energy (zero: lowest compared OMol25 entry of this formula, charge and spin) = 1.024 eV
E = -27495.959 eV
Net charge = +1
Strongest force on any atom = 0.0233 hartree/bohr
Gap between HOMO and LUMO = 0.359 Eh


Look up the relative energy (zero: lowest compared OMol25 entry of this formula, charge and spin) of the fourth one. 0.863 eV